# C12H26N6O3

One molecule with the formula C12H26N6O3 (ωB97M-V with the def2-TZVPD basis set, the OMol25 dataset).

Its relative energy (zero: lowest compared OMol25 entry of this formula, charge and spin) is 299.9 kJ/mol. As for the structure (SMILES): [H]/N=C(\N)NCCC[C@H](N)C(=O)N[C@@H](CCCCN)C(=O)O.

ORCA input file:
```
! RIJCOSX wB97M-V def2-TZVPD def2/J DEFGRID3
* xyz 0 1
H -2.3217 0.1391 1.6594
N -2.3093 -0.1717 0.6836
C -2.5223 0.8124 -0.1144
N -2.9853 2.1594 0.1390
N -2.1234 1.0281 -1.5732
C -1.8549 -0.0748 -2.4222
C -0.4706 -0.0448 -3.0157
C 0.6863 0.1335 -2.0075
C 0.9506 1.5333 -1.4613
N 1.1531 2.4827 -2.5806
C 2.1475 1.5950 -0.5664
O 3.1661 2.0241 -1.0728
N 2.0479 1.1333 0.6705
C 0.8179 0.8317 1.4645
C 1.1229 -0.2153 2.5582
C 1.5056 -1.6733 2.0678
C 0.3733 -2.3805 1.2849
C 0.5328 -3.9117 1.4202
N -0.4236 -4.7112 0.6656
C 0.1981 2.0739 1.9759
O -0.1967 2.1199 3.0988
O -0.0500 3.1299 1.0808
H -2.5173 2.9757 -0.1536
H -3.7297 2.2933 0.7893
H -2.4348 1.8380 -2.0182
H -2.5562 -0.0370 -3.2778
H -1.9668 -1.0551 -1.8230
H -0.5648 0.7087 -3.7401
H -0.2266 -0.9397 -3.5447
H 1.6518 -0.3874 -2.3969
H 0.2932 -0.5469 -1.1861
H -0.0121 1.9302 -0.9574
H 1.8980 3.2584 -2.3447
H 1.5830 1.9896 -3.3623
H 2.9685 1.2651 1.1637
H 0.0011 0.5812 0.7032
H 0.2268 -0.3344 3.1853
H 1.9568 0.1763 3.1807
H 2.3982 -1.6311 1.4028
H 1.8028 -2.3098 2.9075
H -0.7427 -2.1349 1.4778
H 0.5282 -2.1406 0.1566
H 1.5959 -4.1442 1.3225
H 0.2242 -4.2468 2.4214
H -0.3494 -4.7188 -0.3390
H -1.3208 -4.3869 0.8347
H -0.1518 3.9841 1.6431
*
```

# C30H25N7O2S3Y

C30H25N7O2S3Y as an isolated structure (ωB97M-V with the def2-TZVPD basis set, the OMol25 dataset).

Its relative energy (zero: lowest compared OMol25 entry of this formula, charge and spin) is 0.0 kJ/mol.

ORCA input file:
```
! RIJCOSX wB97M-V def2-TZVPD def2/J DEFGRID3
* xyz 1 1
Y -0.9036 -0.7005 0.4026
C -5.2715 -0.1734 3.8833
S -5.5292 -0.0534 2.1058
C -4.0664 -0.7248 1.4204
S -2.6849 -1.0776 2.4302
N -4.2056 -1.0080 0.1573
N -3.0581 -1.5431 -0.3761
C -3.1717 -2.4321 -1.2775
C -1.9425 -3.1043 -1.7284
C -1.9795 -4.1023 -2.6863
C -0.8076 -4.7811 -2.9919
C 0.3544 -4.4482 -2.3204
C 0.3115 -3.4281 -1.3801
N -0.8040 -2.7572 -1.0950
H -6.1989 0.1921 4.3220
H -4.4420 0.4442 4.2167
H -5.1114 -1.2041 4.1868
H -4.1456 -2.7560 -1.6369
H -2.9144 -4.3503 -3.1700
H -0.8102 -5.5684 -3.7338
H 1.2837 -4.9662 -2.5087
H 1.1933 -3.1290 -0.8263
S -2.5500 5.5262 -4.3228
N -2.9822 5.2408 -2.7981
C -2.4352 4.0846 -2.4580
C -2.5252 3.4555 -1.1559
C -3.1842 4.0463 -0.0751
C -3.1927 3.3917 1.1308
C -2.5615 2.1538 1.2271
N -1.9490 1.5684 0.2047
C -1.9142 2.2138 -0.9781
C -1.1782 1.5726 -2.0775
N -0.5960 0.3809 -1.8306
C 0.1247 -0.1846 -2.7944
C 0.2923 0.3745 -4.0559
C -0.3217 1.5742 -4.3285
C -1.0669 2.1934 -3.3250
C -1.7247 3.4703 -3.5147
N -1.7435 4.1686 -4.6389
H -3.6640 5.0068 -0.2088
H -3.6814 3.8098 1.9987
H -2.5556 1.6059 2.1604
H 0.5931 -1.1296 -2.5544
H 0.8935 -0.1359 -4.7942
H -0.2337 2.0549 -5.2939
C 7.0850 0.1017 2.9911
C 5.6586 -0.0511 2.5457
C 4.9627 -1.2312 2.7587
C 3.6464 -1.3963 2.3457
C 2.9752 -2.7149 2.6322
C 3.0028 -0.3161 1.7203
C 3.6815 0.8994 1.5056
C 3.0535 2.0908 0.8291
C 5.0028 0.9977 1.9102
C 1.5969 -0.4511 1.2871
O 1.1555 -1.5666 0.8251
O 0.7866 0.5258 1.3440
H 7.4541 -0.8076 3.4619
H 7.1801 0.9189 3.7076
H 7.7321 0.3347 2.1443
H 5.4570 -2.0523 3.2649
H 3.5735 -3.2840 3.3416
H 2.8644 -3.3074 1.7245
H 1.9783 -2.5871 3.0521
H 2.5303 1.8139 -0.0870
H 3.8241 2.8174 0.5766
H 2.3220 2.5701 1.4782
H 5.5372 1.9238 1.7299
*
```

Taking the records one at a time from the top gives largest force on an atom values of 5.66 0.48 eV/Å.